Molecular formula: C7H12
Method: DFT, the ωB97M-V functional and the def2-TZVPD basis

Properties
- gap between HOMO and LUMO (eV) = 10.41
- SMILES string = CC#CCCCC
- molar mass (Da) = 96.173
- HOMO energy (Ha) = -0.34267
- relative energy (zero: lowest compared OMol25 entry of this formula, charge and spin) (eV) = 1.2872
- charge = 0
- total energy (Eh) = -273.86125

CARTESIAN COORDINATES (ANGSTROEM)
C 4.0044 -0.0832 0.8997
C 2.7084 -0.3952 0.2972
C 1.6297 -0.6113 -0.1979
C 0.3042 -0.7523 -0.8046
C -0.7883 -0.0905 0.0523
C -2.0943 0.1420 -0.7047
C -3.1605 0.8089 0.1625
H 3.8580 0.5891 1.7497
H 4.6614 0.4169 0.1798
H 4.5167 -0.9797 1.2621
H 0.0806 -1.8137 -0.9374
H 0.3242 -0.3146 -1.8143
H -0.9730 -0.7096 0.9412
H -0.4032 0.8675 0.4219
H -2.4788 -0.8074 -1.1028
H -1.8882 0.7809 -1.5731
H -3.3995 0.1955 1.0383
H -2.8141 1.7830 0.5260
H -4.0879 0.9738 -0.3960